The following is a quantum chemistry calculation of a structure of composition C48H49AsEuI2N3OPS, from the Open Molecules 2025 dataset.

Computed properties:
E_LUMO (alpha / beta): -0.361 / -0.321 Eh
HOMO level (alpha / beta): -13.926 / -13.926 eV
spin multiplicity: 7
molar mass: 1227.7 g mol⁻¹
energy: -173561.2490 eV
expectation value of S²: 12.011
frontier orbital gap (alpha / beta): 4.109 / 5.195 eV
total charge: +3

Geometry as XYZ:
```
107
Properties=species:S:1:pos:R:3:forces:R:3:mulliken_charge:R:1
Eu 0.620 -0.330 -1.296 0.83 -0.24 -1.10 -0.05
C 3.309 -0.426 0.911 -0.10 -0.05 -0.05 -0.85
C 2.984 -1.861 0.618 -0.05 0.05 0.16 0.11
C 3.691 -2.900 1.222 -0.16 -0.10 -0.30 -0.87
C 3.392 -4.202 0.866 -0.05 0.24 -0.02 -1.14
C 2.400 -4.436 -0.077 -0.22 0.26 -0.11 -0.86
C 1.710 -3.359 -0.629 0.42 -0.25 0.43 0.98
N 1.996 -2.092 -0.255 -0.32 -0.51 0.08 1.50
C 0.648 -3.550 -1.650 0.05 -0.51 -0.15 -0.25
C 0.501 -4.769 -2.313 -0.04 0.40 0.14 -0.68
C -0.489 -4.902 -3.273 -0.03 0.28 0.16 -1.60
C -1.314 -3.823 -3.542 0.14 0.25 0.27 -1.03
C -1.112 -2.620 -2.862 -0.18 -0.35 -0.21 0.29
N -0.137 -2.496 -1.941 -0.03 -0.03 -0.14 1.52
C -1.940 -1.420 -3.145 -0.46 0.24 -0.27 0.97
C -3.063 -1.483 -3.965 0.37 0.06 0.15 -1.02
C -3.753 -0.318 -4.272 0.26 0.25 0.16 -1.16
C -3.336 0.873 -3.713 0.17 -0.34 0.06 -0.97
C -2.247 0.860 -2.846 0.16 0.17 0.00 0.56
C -1.783 2.140 -2.220 0.03 -0.12 -0.06 -0.93
N -1.546 -0.251 -2.584 -0.01 -0.45 -0.15 0.80
H 3.603 -0.295 1.950 -0.11 0.09 0.07 0.54
H 2.449 0.232 0.703 0.26 -0.05 0.20 -0.27
H 4.154 -0.098 0.299 -0.11 0.07 -0.05 0.17
H 4.455 -2.694 1.955 0.08 0.12 0.05 0.66
H 3.924 -5.032 1.307 0.01 -0.03 0.07 0.58
H 2.170 -5.454 -0.341 -0.10 -0.08 -0.07 0.54
H 1.156 -5.595 -2.102 0.06 -0.09 0.05 0.53
H -0.614 -5.831 -3.805 -0.03 -0.11 -0.06 0.52
H -2.090 -3.913 -4.280 -0.07 -0.01 -0.11 0.54
H -3.415 -2.410 -4.380 0.04 -0.17 -0.02 0.51
H -4.593 -0.333 -4.947 -0.17 -0.10 -0.06 0.52
H -3.835 1.803 -3.935 -0.08 0.08 0.04 0.65
H -2.640 2.765 -1.972 0.08 0.02 0.15 0.50
H -1.173 2.702 -2.935 0.04 -0.02 0.12 0.42
H -1.194 1.950 -1.310 -0.19 0.17 -0.11 -0.31
I 2.001 2.492 -1.581 0.44 0.17 -1.41 0.17
C 2.355 2.046 -3.790 -0.38 -0.07 0.78 -0.93
I 0.928 0.665 -4.605 0.27 0.73 -0.05 0.19
H 3.356 1.632 -3.861 -0.09 -0.05 0.17 0.45
H 2.270 2.992 -4.315 -0.13 0.02 0.20 0.56
C -1.664 1.358 1.843 0.27 0.06 -0.24 -0.73
C -0.392 1.907 2.470 -0.04 0.23 0.14 -1.13
As -0.874 3.103 4.023 0.34 -0.13 0.02 0.14
C 0.875 3.975 4.211 -0.55 -0.26 -0.28 0.42
C 1.427 4.655 3.133 0.14 0.00 0.04 -0.07
C 2.641 5.299 3.282 -0.03 0.03 -0.25 -0.84
C 3.300 5.270 4.499 0.14 0.02 0.13 -0.48
C 2.751 4.590 5.572 0.03 0.01 0.01 -0.57
C 1.537 3.939 5.428 -0.17 -0.15 0.06 -0.44
C -1.829 4.579 3.160 0.07 -0.19 -0.02 0.50
C -1.886 4.836 1.795 0.19 -0.11 0.12 0.39
C -2.538 5.961 1.324 -0.14 0.10 -0.10 -0.94
C -3.149 6.837 2.208 0.01 -0.01 -0.03 -0.52
C -3.104 6.588 3.571 -0.06 0.01 -0.08 -0.69
C -2.460 5.459 4.041 0.20 -0.33 0.08 -0.55
P -1.353 -0.160 0.833 -1.31 0.07 1.26 1.55
C -1.345 -1.435 2.150 0.41 0.02 -0.27 -0.03
C -0.267 -2.303 2.274 0.00 0.19 -0.17 0.04
C -0.234 -3.243 3.291 0.02 -0.14 0.06 -0.59
C -1.280 -3.320 4.196 0.14 0.03 -0.02 -0.72
C -2.367 -2.470 4.067 -0.10 0.03 -0.03 -0.86
C -2.407 -1.537 3.047 -0.01 0.03 -0.11 -0.78
C -3.003 -0.476 0.101 0.23 -0.06 -0.22 0.39
C -3.945 0.519 -0.148 0.12 -0.08 0.12 -0.26
C -5.183 0.178 -0.667 -0.16 -0.03 -0.04 -0.76
C -5.489 -1.144 -0.948 -0.01 -0.03 -0.01 -0.73
C -4.539 -2.133 -0.742 0.07 -0.01 0.01 -0.87
C -3.301 -1.798 -0.231 0.07 0.09 0.10 -0.67
H -2.135 2.128 1.228 -0.02 -0.10 0.04 0.07
H -2.377 1.074 2.627 0.01 -0.01 -0.25 0.56
H 0.231 2.423 1.728 -0.03 0.10 0.03 0.31
H 0.212 1.096 2.893 -0.04 0.15 0.13 0.67
H 0.902 4.704 2.186 -0.04 0.06 -0.01 0.33
H 3.062 5.836 2.445 0.10 0.12 -0.06 0.42
H 4.238 5.788 4.614 0.12 0.06 0.02 0.41
H 3.259 4.571 6.522 0.09 0.02 0.14 0.41
H 1.094 3.409 6.263 0.04 0.03 0.03 0.40
H -1.392 4.178 1.086 0.05 -0.02 -0.02 0.23
H -2.570 6.160 0.263 -0.01 0.04 -0.10 0.40
H -3.662 7.710 1.835 -0.03 0.11 -0.04 0.41
H -3.578 7.266 4.262 -0.05 0.08 0.08 0.42
H -2.433 5.250 5.106 -0.03 0.08 -0.03 0.40
H 0.544 -2.228 1.559 0.00 -0.10 0.21 0.68
H 0.600 -3.920 3.381 0.15 -0.06 0.02 0.50
H -1.244 -4.035 5.004 -0.02 -0.08 0.02 0.43
H -3.191 -2.545 4.760 -0.08 0.04 0.06 0.47
H -3.274 -0.905 2.930 -0.14 0.09 0.07 0.44
H -3.742 1.559 0.067 0.01 0.02 0.11 0.52
H -5.921 0.946 -0.837 -0.08 0.09 0.01 0.52
H -6.465 -1.411 -1.316 -0.15 0.02 -0.07 0.47
H -4.765 -3.165 -0.963 -0.08 -0.12 -0.02 0.55
H -2.554 -2.565 -0.058 -0.06 -0.11 0.08 0.51
O 2.650 -0.898 -2.510 -0.32 0.20 0.40 -0.18
S 3.779 -1.185 -3.503 0.05 -0.48 0.23 0.13
C 5.161 -1.903 -2.529 -0.04 -0.01 -0.19 -0.65
C 5.076 -3.415 -2.655 -0.04 -0.12 -0.03 -0.04
C 4.576 -3.689 -4.068 0.15 -0.10 0.17 -0.88
C 3.359 -2.800 -4.262 0.15 0.16 -0.24 0.10
H 5.083 -1.535 -1.510 -0.04 0.19 0.00 0.19
H 6.073 -1.523 -2.986 0.03 0.12 -0.01 0.56
H 4.370 -3.812 -1.923 0.02 -0.02 0.02 -0.15
H 6.047 -3.877 -2.478 -0.04 0.05 0.06 0.47
H 4.326 -4.742 -4.203 -0.03 0.06 -0.14 0.42
H 5.352 -3.428 -4.789 -0.01 -0.08 -0.07 0.33
H 2.483 -3.174 -3.732 -0.02 0.15 0.13 -0.45
H 3.105 -2.634 -5.306 -0.05 0.06 -0.04 0.60
```
Forces are in eV/Å.

The following is a quantum chemistry calculation of a cluster of 2 separate species, C3H10NO2S2 in total, from the Open Molecules 2025 dataset.

Computed properties:
E_LUMO: 0.132 Eh
HOMO level: -2.698 eV
molar mass: 156.3 g mol⁻¹
energy relative to the best compared isomer or geometry (same formula, charge and spin): 0.3 kcal per mole
energy: -30530.4946 eV
frontier orbital gap: 6.290 eV
total charge: -1

Geometry as XYZ:
```
18
Properties=species:S:1:pos:R:3:forces:R:3:mulliken_charge:R:1
N 0.442 -1.648 1.507 0.09 -0.58 -0.12 -0.83
C 0.399 -0.618 0.446 -0.42 -1.40 -0.15 0.64
C -1.002 -0.538 -0.191 -0.09 1.18 1.27 -0.74
O -1.868 0.160 0.714 -0.51 -0.45 -0.12 -0.59
C 1.428 -0.960 -0.618 1.41 1.54 -0.60 -1.04
S 2.284 0.602 -1.239 0.53 -0.96 0.58 -0.18
S 0.914 1.745 -2.189 -0.67 0.35 -0.26 -0.65
H -0.143 -1.417 2.304 -0.13 0.19 -0.30 0.26
H 0.077 -2.516 1.110 0.10 0.18 0.29 0.27
H 0.664 0.296 0.974 -0.07 0.32 -0.49 0.22
H -0.989 -0.033 -1.157 0.15 -0.14 -0.11 0.31
H -1.430 -1.536 -0.254 0.16 -0.28 -0.35 0.35
H 1.127 -1.454 -1.539 -0.74 -0.18 0.20 0.29
H 2.288 -1.518 -0.239 -0.19 -0.02 0.32 0.44
H -0.250 2.315 -0.336 0.48 -0.27 -0.39 0.20
H -1.259 3.381 -0.162 -0.29 0.35 -0.05 0.30
H -1.767 1.114 0.554 0.23 -0.05 0.05 0.45
O -0.918 2.625 0.313 -0.05 0.23 0.23 -0.69
```
Forces are in eV/Å.

The following is a quantum chemistry calculation of a structure of composition C20H45N2P3S2Yb, from the Open Molecules 2025 dataset.

Computed properties:
E_LUMO (alpha / beta): -0.321 / -0.439 Eh
HOMO level (alpha / beta): -16.425 / -16.357 eV
spin multiplicity: 2
molar mass: 643.7 g mol⁻¹
energy relative to the best compared isomer or geometry (same formula, charge and spin): 94.1 kcal per mole
energy: -105489.0729 eV
expectation value of S²: 0.756
frontier orbital gap (alpha / beta): 7.696 / 4.418 eV
total charge: +3

Geometry as XYZ:
```
73
Properties=species:S:1:pos:R:3:forces:R:3:mulliken_charge:R:1
Yb -0.160 0.675 -1.608 -1.30 0.79 1.86 0.53
P -1.584 2.050 0.564 0.06 0.86 0.29 0.79
P -1.977 -1.385 1.362 -0.81 -0.87 0.20 0.82
P 2.033 2.169 -0.866 1.15 0.19 -0.15 0.96
H -0.909 -4.220 -1.430 0.87 -0.42 -0.05 0.33
C 0.161 -4.151 -1.709 0.07 0.53 0.11 -0.62
C 1.180 -4.055 -0.845 -0.28 0.70 -0.14 -0.54
H 1.060 -4.134 0.238 -0.03 -0.04 -0.33 0.29
C -2.748 2.390 -0.821 -0.08 -0.18 0.09 -1.49
C -2.725 2.184 1.978 -0.18 -0.23 0.14 -0.91
C -0.749 3.665 0.742 -0.03 0.15 -0.04 -1.19
C -1.616 -3.180 1.512 0.40 -0.21 -0.23 -0.68
C -2.528 -1.226 3.124 0.17 0.43 0.09 -1.29
C -3.672 -1.532 0.645 0.12 0.29 -0.27 -1.38
C 3.390 0.989 -1.259 0.24 -0.45 0.14 -1.15
C 2.924 3.538 -0.024 -0.23 0.43 0.42 -1.27
C 1.663 2.918 -2.509 -0.27 0.53 -0.38 -1.28
H 0.377 -4.089 -2.779 -0.20 -0.01 0.23 0.35
H 2.185 -3.766 -1.186 -0.37 -0.65 0.06 0.29
H -3.321 3.297 -0.585 0.11 -0.15 -0.26 0.43
H -3.448 1.545 -0.909 0.15 0.26 -0.18 0.34
H -2.215 2.558 -1.773 -0.27 0.04 0.08 0.53
H -3.129 3.204 2.009 0.07 -0.23 -0.07 0.56
H -2.177 2.002 2.911 -0.25 -0.08 -0.16 -0.10
H -3.564 1.483 1.876 0.27 0.10 0.19 0.38
H -1.478 4.421 1.057 0.21 -0.03 -0.16 0.53
H -0.294 3.978 -0.208 -0.01 0.01 0.33 0.35
H 0.021 3.567 1.517 -0.05 0.15 -0.25 0.26
H -2.547 -3.756 1.412 0.36 0.08 0.06 0.41
H -1.201 -3.355 2.513 0.00 -0.14 -0.31 0.42
H -0.886 -3.496 0.756 -0.34 -0.08 0.29 -0.38
H -3.321 -1.968 3.309 0.30 0.30 -0.01 0.55
H -2.915 -0.218 3.321 0.01 -0.31 0.14 0.34
H -1.673 -1.431 3.784 -0.44 0.09 -0.16 0.16
H -4.284 -2.213 1.256 0.15 0.28 -0.27 0.48
H -3.600 -1.921 -0.379 -0.15 0.07 0.20 0.38
H -4.139 -0.538 0.611 -0.10 -0.29 -0.04 0.34
H 3.896 1.237 -2.201 -0.05 0.05 0.29 0.40
H 3.028 -0.051 -1.344 0.18 0.48 0.08 0.29
H 4.121 1.013 -0.433 -0.22 0.01 -0.35 0.43
H 3.582 4.102 -0.708 -0.27 -0.41 0.12 0.44
H 3.539 3.153 0.808 -0.31 0.01 -0.39 0.40
H 2.200 4.252 0.408 0.31 -0.29 -0.23 0.30
H 2.597 3.163 -3.033 -0.25 -0.08 0.07 0.44
H 1.103 3.855 -2.368 0.21 -0.16 0.03 0.38
H 1.058 2.315 -3.218 0.33 0.08 0.28 0.31
C 1.328 -1.212 -4.955 -0.06 -0.47 -0.91 0.69
C 0.848 -0.495 -6.064 0.03 -0.04 0.59 -0.47
C 1.186 -0.927 -7.335 0.17 -0.14 -0.08 -0.66
C 1.980 -2.072 -7.499 -0.40 0.16 0.25 -0.49
C 2.411 -2.800 -6.382 -0.20 0.17 -0.37 -0.68
C 2.097 -2.380 -5.105 -0.18 0.56 0.53 -0.26
S 1.093 -0.482 -3.392 -0.25 -1.24 0.27 -0.07
H 0.152 -1.252 -2.585 0.99 -0.20 -1.47 0.11
H 0.232 0.394 -5.904 0.22 -0.31 -0.19 0.38
H 0.818 -0.346 -8.177 0.17 -0.28 0.00 0.41
H 2.222 -2.421 -8.501 0.02 0.11 0.23 0.42
H 2.990 -3.699 -6.516 0.09 -0.09 -0.04 0.42
H 2.433 -2.913 -4.214 0.01 0.07 -0.36 0.43
C -0.969 1.110 5.728 0.23 -0.08 0.60 -1.01
N 0.058 1.317 4.687 -0.15 0.11 -2.32 -0.10
C 0.546 0.349 3.868 -1.03 -0.77 2.49 0.05
S 1.018 0.689 2.235 -0.15 -0.04 0.47 0.18
N 0.583 -0.920 4.401 1.74 1.38 -1.61 -0.07
C 1.005 -1.162 5.804 -0.40 -0.17 0.30 -0.95
H -1.392 0.102 5.636 0.11 0.32 0.01 0.37
H -1.768 1.863 5.635 0.44 -0.28 -0.09 0.34
H -0.489 1.220 6.714 -0.40 -0.04 -0.28 0.38
H 0.047 2.237 4.232 0.20 -0.43 0.54 0.30
H 1.013 -1.564 3.733 -0.46 -0.01 0.28 0.30
H 0.215 -1.750 6.293 0.37 0.22 0.04 0.34
H 1.950 -1.726 5.834 -0.41 0.26 -0.17 0.34
H 1.133 -0.200 6.312 0.05 -0.40 -0.09 0.35
```
Forces are in eV/Å.